Record 1
C33H25IrN8O4 as an isolated structure at a distorted geometry. Source: the OMol25 dataset; level of theory: the ωB97M-V functional and the def2-TZVPD basis.

Structure (ORCA input):
```
! RIJCOSX wB97M-V def2-TZVPD def2/J DEFGRID3
* xyz 1 2
Ir 0.2530 0.0171 -0.1830
O 0.0122 1.5628 3.2887
C -0.4542 0.6156 2.7046
N 0.3284 -0.1309 1.7733
C 0.9625 -1.2401 2.2963
C 1.0627 -1.5159 3.6710
C 1.7731 -2.6180 4.0759
C 2.3920 -3.4595 3.1354
C 2.2929 -3.2268 1.7841
C 1.5618 -2.1138 1.3482
N 1.3474 -1.6994 0.0557
C 1.8730 -2.3063 -1.0468
O 2.1962 -3.4668 -1.1840
C 2.0399 -1.2831 -2.1370
C 2.6886 -1.5688 -3.3179
C 2.8823 -0.5426 -4.2329
C 2.4401 0.7298 -3.9157
C 1.7903 0.9454 -2.7100
N 1.5825 -0.0485 -1.8425
C -1.8509 0.1426 2.9110
C -2.5428 0.6434 4.0058
C -3.8292 0.1783 4.2298
C -4.3584 -0.7527 3.3511
C -3.5798 -1.1842 2.2826
N -2.3424 -0.7609 2.0610
H 0.6092 -0.8486 4.3907
H 1.8673 -2.8414 5.1293
H 2.9548 -4.3138 3.4855
H 2.7566 -3.8848 1.0656
H 3.0366 -2.5788 -3.4838
H 3.3825 -0.7324 -5.1725
H 2.5884 1.5607 -4.5893
H 1.4219 1.9159 -2.4167
H -2.0775 1.3756 4.6482
H -4.4054 0.5376 5.0712
H -5.3543 -1.1489 3.4875
H -3.9755 -1.9034 1.5756
N 2.9891 3.7997 2.6850
C 2.5322 4.0242 1.3208
C 2.3513 2.6843 0.6358
O 1.6117 2.5072 -0.3068
O 3.0608 1.6967 1.1607
H 2.2224 3.5120 3.2846
H 3.4082 4.6258 3.0891
H 3.4917 2.0761 1.9625
H 3.3129 4.5515 0.7667
H 1.6044 4.5913 1.2100
N -1.8560 -0.2235 -6.1995
C -1.7538 -0.6976 -5.1604
C -1.5991 -1.2761 -3.8578
C -1.9806 -2.5888 -3.5880
C -1.7889 -3.0767 -2.3116
C -1.2159 -2.2576 -1.3530
N -0.8375 -0.9999 -1.6198
C -1.0402 -0.5103 -2.8504
H -2.4232 -3.1980 -4.3638
H -2.0734 -4.0835 -2.0456
H -1.0576 -2.5976 -0.3409
H -0.7487 0.5125 -3.0305
N -4.9270 5.4515 -0.2129
C -4.1519 4.6052 -0.2229
C -3.1805 3.5503 -0.2278
C -3.3817 2.4083 -0.9917
C -2.4438 1.3898 -0.9876
C -1.2610 1.4457 -0.2286
C -1.1211 2.6052 0.5530
C -2.0344 3.6434 0.5524
H -4.2834 2.3127 -1.5819
H -2.7056 0.5199 -1.5702
H -0.2619 2.7205 1.1940
H -1.8679 4.5236 1.1584
*
```

Properties
Gap between HOMO and LUMO (spin up / spin down) = 0.256 / 0.209 Eh
Expectation value of S² = 0.827
LUMO level (spin up / spin down) = -0.1383 / -0.1941 Eh

=====

Record 2
A 2-piece molecular cluster, C2H4ClNO3S overall at a distorted geometry. Source: the OMol25 dataset; level of theory: the ωB97M-V functional and the def2-TZVPD basis.

Structure (ORCA input):
```
! RIJCOSX wB97M-V def2-TZVPD def2/J DEFGRID3
* xyz 0 1
C 1.7167 2.2919 0.4617
C -1.5453 0.4264 -1.0308
N 0.5073 -2.2998 0.7298
O 2.7709 2.6430 0.4779
O -0.4514 -0.4608 -0.6789
O 1.5525 0.2064 0.6296
S 0.3155 -0.5806 0.8078
Cl -1.8103 2.0914 -0.5394
H -2.6670 0.0843 -1.3537
H -1.0529 0.7712 -1.9524
H 0.9166 -2.3134 1.6356
H -0.2526 -2.8602 0.8128
*
```

Properties
Gap between HOMO and LUMO = 0.376 Eh
LUMO level = 0.0111 Eh

=====

Record 3
C4H10N2O as an isolated structure at a distorted geometry. Source: the OMol25 dataset; level of theory: the ωB97M-V functional and the def2-TZVPD basis.

Structure (ORCA input):
```
! RIJCOSX wB97M-V def2-TZVPD def2/J DEFGRID3
* xyz 0 1
C 1.2114 -0.5184 -0.8178
C -0.5656 0.6972 2.3844
N -0.1015 -0.7832 -1.7095
C -0.2069 0.4955 0.9356
N -1.0709 0.9489 -0.0068
C 0.8142 -0.3546 0.5798
O 0.1377 -0.8722 -3.1207
H 0.2656 0.0431 -3.4048
H -0.4765 -1.6970 -1.4595
H -0.8743 0.2760 -1.0800
H -1.9045 1.3836 0.3656
H 1.5505 0.4266 -1.2563
H 1.9199 -1.3293 -0.9934
H 1.2782 -0.9862 1.3205
H -1.6165 0.4708 2.5711
H -0.3897 1.7395 2.6556
H 0.0289 0.0599 3.0361
*
```

Properties
Gap between HOMO and LUMO = 0.301 Eh
LUMO level = 0.0362 Eh